# 1
CH3NO2 | ωB97M-V/def2-TZVPD

Properties
Relative energy (zero: lowest compared OMol25 entry of this formula, charge and spin) (kcal/mol): 88.1
M (g mol⁻¹): 61.04
Orbital gap (eV): 11.563
SMILES: C[N+](=O)[O-]
LUMO (Eh): 0.01144
HOMO level (eV): -11.251

The geometry in XYZ format:
```
7
CH3NO2 ωB97M-V/def2-TZVPD
C 0.151 0.624 -0.110
N -0.192 -0.797 0.123
O -0.896 -1.044 1.082
O 0.271 -1.615 -0.641
H 0.589 0.705 -1.094
H 0.838 0.918 0.676
H -0.761 1.209 -0.035
```

***

# 2
C4H6N2O | ωB97M-V/def2-TZVPD

Properties
Relative energy (zero: lowest compared OMol25 entry of this formula, charge and spin) (kcal/mol): 39.8
M (g mol⁻¹): 98.10
Orbital gap (eV): 11.256
SMILES: [H]/N=C/OCCC#N
LUMO (Eh): 0.02355
HOMO level (eV): -10.615

The geometry in XYZ format:
```
13
C4H6N2O ωB97M-V/def2-TZVPD
N 0.324 -2.530 1.270
C 0.171 -1.312 0.988
O 1.038 -0.729 0.110
C 0.523 -0.012 -0.997
C 0.108 1.437 -0.695
C -1.076 1.551 0.161
N -2.034 1.629 0.804
H -0.359 -2.786 1.981
H -0.564 -0.630 1.434
H -0.303 -0.557 -1.467
H 1.352 0.023 -1.712
H 0.947 1.971 -0.238
H -0.128 1.945 -1.638
```

***

# 3
C4H8NO3S | ωB97M-V/def2-TZVPD

Properties
Net charge: -1
Relative energy (zero: lowest compared OMol25 entry of this formula, charge and spin) (kcal/mol): 23.9
M (g mol⁻¹): 150.18
Orbital gap (eV): 8.440
LUMO (Eh): 0.13103
HOMO level (eV): -4.874

The geometry in XYZ format:
```
17
C4H8NO3S ωB97M-V/def2-TZVPD
C -1.620 -1.646 -1.093
C 0.552 -0.378 -1.440
C -1.174 0.359 0.191
C -0.904 -0.327 -1.152
N -2.276 -2.581 -1.174
O 2.596 0.588 3.135
O 1.226 1.720 1.130
O 1.239 -0.874 1.787
S 2.227 0.220 1.722
H 0.860 -0.773 -2.363
H 1.121 -0.722 -0.510
H 0.813 0.804 -1.411
H -0.705 -0.184 0.945
H -2.304 0.556 0.317
H -0.591 1.395 0.223
H -1.490 0.239 -1.949
H 0.431 1.605 1.643
```

***

# 4
C35H36ClGeN3RhS | ωB97M-V/def2-TZVPD

Properties
Net charge: +2
Relative energy (zero: lowest compared OMol25 entry of this formula, charge and spin) (kcal/mol): 0.0
M (g mol⁻¹): 741.73
Spin multiplicity: 2
Orbital gap (alpha / beta) (eV): 7.442 / 6.987
LUMO (alpha / beta) (Eh): -0.24364 / -0.25640
HOMO level (alpha / beta) (eV): -14.072 / -13.964

The geometry in XYZ format:
```
78
C35H36ClGeN3RhS ωB97M-V/def2-TZVPD
Rh 0.222 -0.724 0.025
Cl 1.157 -4.225 -1.519
C 0.844 -3.835 0.132
C 1.621 -4.415 1.113
C 1.307 -4.203 2.450
C 0.209 -3.433 2.820
C -0.565 -2.851 1.838
C -0.260 -3.009 0.464
C -1.003 -2.277 -0.536
H 2.454 -5.039 0.831
H 1.918 -4.667 3.208
H -0.048 -3.309 3.859
H -1.448 -2.282 2.105
H -1.987 -1.908 -0.266
H -0.863 -2.528 -1.582
C 4.138 3.703 1.178
C 4.837 2.514 1.276
C 4.312 1.350 0.739
C 3.080 1.367 0.076
C 2.388 2.576 -0.012
C 2.914 3.735 0.528
Ge 2.485 -0.256 -0.782
C 3.568 -1.773 -0.249
C 3.935 -2.015 1.079
C 4.804 -3.040 1.404
C 5.315 -3.856 0.407
C 4.958 -3.640 -0.913
C 4.090 -2.610 -1.236
C 2.421 -0.135 -2.709
C 3.098 0.937 -3.296
C 3.254 1.005 -4.674
C 2.747 0.002 -5.480
C 2.055 -1.062 -4.910
C 1.891 -1.123 -3.539
H 4.549 4.606 1.603
H 5.799 2.492 1.765
H 4.886 0.438 0.803
H 1.432 2.618 -0.509
H 2.373 4.665 0.445
H 3.580 -1.380 1.875
H 5.096 -3.196 2.432
H 5.999 -4.652 0.658
H 5.366 -4.265 -1.691
H 3.845 -2.440 -2.276
H 3.525 1.716 -2.677
H 3.794 1.831 -5.112
H 2.896 0.043 -6.548
H 1.667 -1.848 -5.538
H 1.367 -1.973 -3.108
S -0.776 1.140 -0.891
C -1.230 0.862 -2.575
N -0.422 1.244 -3.549
C -0.784 1.186 -4.965
C -1.795 0.069 -5.166
C -2.958 0.236 -4.200
N -2.427 0.363 -2.843
H 0.488 1.598 -3.285
H 0.134 1.012 -5.526
H -1.192 2.157 -5.258
H -1.312 -0.895 -4.999
H -2.161 0.083 -6.191
H -3.625 -0.626 -4.212
H -3.546 1.127 -4.435
H -3.027 0.180 -2.049
C -0.242 1.379 6.069
C -0.083 0.976 4.640
C 1.165 0.741 4.077
C 1.267 0.383 2.748
N 0.203 0.241 1.955
C -1.003 0.496 2.480
C -1.185 0.853 3.797
H 0.676 1.231 6.632
H -1.043 0.814 6.545
H -0.511 2.435 6.129
H 2.064 0.850 4.664
H 2.232 0.248 2.285
H -1.843 0.419 1.803
H -2.182 1.050 4.159
```

***

# 5
C43H40BrCl2N5O2RbSSi | ωB97M-V/def2-TZVPD

Properties
Net charge: -1
Relative energy (zero: lowest compared OMol25 entry of this formula, charge and spin) (kcal/mol): 14.9
M (g mol⁻¹): 955.26
Orbital gap (eV): 6.762
LUMO (Eh): 0.07894
HOMO level (eV): -4.614

The geometry in XYZ format:
```
96
C43H40BrCl2N5O2RbSSi ωB97M-V/def2-TZVPD
Rb 0.458 0.738 -1.471
Br 2.674 -4.249 -6.534
C 2.591 -2.768 -5.323
C 3.416 -2.759 -4.192
C 3.348 -1.702 -3.337
C 2.455 -0.585 -3.525
O 2.465 0.385 -2.743
C 1.599 -0.667 -4.698
C 0.656 0.346 -5.026
N 0.234 1.251 -4.227
C -0.522 2.318 -4.593
C -0.141 3.188 -5.606
C -0.869 4.346 -5.884
C -1.991 4.663 -5.164
C -2.420 3.816 -4.124
C -3.549 4.090 -3.324
C -3.927 3.192 -2.364
C -3.182 2.010 -2.213
N -2.108 1.741 -2.907
C -1.703 2.620 -3.841
C 1.715 -1.749 -5.580
H 4.095 -3.583 -4.013
H 3.985 -1.666 -2.465
H 0.253 0.300 -6.051
H 0.762 2.972 -6.164
H -0.534 5.004 -6.675
H -2.560 5.558 -5.377
H -4.087 5.018 -3.479
H -4.779 3.374 -1.725
H -3.498 1.260 -1.500
H 1.081 -1.785 -6.459
O 0.196 -1.189 0.922
Si 1.172 -1.237 2.132
C 2.816 -0.297 1.835
C 3.362 0.593 2.753
C 4.606 1.169 2.556
C 5.332 0.865 1.417
C 4.797 0.001 0.476
C 3.558 -0.575 0.694
C 0.550 -0.460 3.764
C -0.275 0.656 3.735
C -0.615 1.346 4.885
C -0.117 0.932 6.108
C 0.684 -0.196 6.165
C 1.000 -0.886 5.008
C 1.824 -2.956 2.653
C 1.053 -4.100 2.494
C 1.522 -5.347 2.871
C 2.785 -5.472 3.424
C 3.567 -4.343 3.602
C 3.089 -3.104 3.213
H 2.806 0.835 3.650
H 5.015 1.846 3.298
H 6.313 1.297 1.269
H 5.355 -0.232 -0.420
H 3.158 -1.281 -0.021
H -0.669 0.983 2.786
H -1.253 2.218 4.824
H -0.354 1.482 7.009
H 1.072 -0.532 7.117
H 1.616 -1.772 5.073
H 0.067 -4.001 2.061
H 0.903 -6.225 2.739
H 3.160 -6.444 3.716
H 4.552 -4.429 4.046
H 3.716 -2.231 3.343
C -2.856 -4.964 -1.574
N -3.493 -3.680 -1.406
C -2.952 -2.609 -0.765
N -1.647 -2.619 -0.494
S -3.988 -1.362 -0.407
H -3.568 -5.640 -2.040
H -2.544 -5.390 -0.614
H -1.986 -4.884 -2.231
H -4.498 -3.638 -1.472
H -1.102 -3.420 -0.761
H -1.159 -1.952 0.122
Cl 0.589 4.287 2.368
C 1.541 2.982 1.667
Cl 1.617 3.120 -0.074
H 1.058 2.040 1.920
H 2.549 3.044 2.074
C -5.301 2.211 2.644
C -4.005 2.234 1.895
C -3.430 3.413 1.434
C -2.228 3.353 0.750
N -1.578 2.224 0.512
C -2.123 1.098 0.957
C -3.324 1.052 1.643
H -5.881 3.113 2.461
H -5.110 2.144 3.716
H -5.886 1.342 2.351
H -3.915 4.363 1.607
H -1.764 4.254 0.367
H -1.567 0.192 0.767
H -3.729 0.105 1.964
```

***

# 6
C14H23BN3O | ωB97M-V/def2-TZVPD

Properties
Net charge: +1
M (g mol⁻¹): 260.17
Orbital gap (eV): 4.560
LUMO (Eh): -0.18718
HOMO level (eV): -9.653

The geometry in XYZ format:
```
42
C14H23BN3O ωB97M-V/def2-TZVPD
C -0.171 0.951 -0.894
C -1.531 0.383 -1.490
B -2.799 1.279 -1.140
O -2.639 2.650 -0.779
N -4.241 0.801 -1.194
C -4.509 -0.296 -1.842
C -6.059 -0.503 -1.760
C -6.650 0.919 -1.326
C -5.393 1.496 -0.567
H 0.606 0.710 -1.657
H -0.176 2.060 -0.824
H 0.074 0.488 0.081
H -1.629 -0.691 -1.216
H -1.404 0.429 -2.606
H -2.912 3.125 -1.581
H -3.758 -0.927 -2.349
H -6.402 -1.335 -1.108
H -6.348 -0.578 -2.836
H -6.895 1.413 -2.291
H -7.570 0.795 -0.724
H -5.291 2.601 -0.540
H -5.435 1.122 0.482
N 2.903 -1.718 -0.591
C 1.756 -2.466 -0.566
C 1.905 -3.435 0.393
C 3.188 -3.264 0.972
C 3.779 -2.196 0.348
H 3.075 -0.940 -1.202
H 0.937 -2.245 -1.231
H 1.174 -4.185 0.650
H 3.628 -3.856 1.758
H 4.744 -1.739 0.488
N 4.793 0.537 1.828
C 4.444 0.398 3.145
C 5.430 0.976 3.904
C 6.407 1.487 3.013
C 5.986 1.204 1.739
H 4.257 0.203 1.052
H 3.530 -0.098 3.426
H 5.446 1.026 4.981
H 7.316 2.004 3.275
H 6.431 1.417 0.780
```

***

# 7
C54H72As6F36N10O2 | ωB97M-V/def2-TZVPD

Properties
Net charge: +4
M (g mol⁻¹): 2026.70
Orbital gap (eV): 0.579
LUMO (Eh): -0.36871
HOMO level (eV): -10.612

The geometry in XYZ format:
```
180
C54H72As6F36N10O2 ωB97M-V/def2-TZVPD
C 6.305 -16.404 8.354
C 6.239 -17.932 8.206
O 5.972 -18.694 9.172
N 6.367 -18.532 6.725
H 5.532 -18.360 6.183
H 7.070 -18.091 6.149
C 6.869 -19.996 6.666
H 6.622 -16.203 9.377
H 5.307 -16.016 8.147
H 7.016 -15.908 7.694
H 6.498 -20.668 5.893
H 6.396 -20.483 7.518
H 7.945 -19.982 6.844
C 8.294 -18.068 16.271
C 7.489 -16.839 16.559
O 6.514 -16.522 15.917
N 7.938 -16.037 17.798
H 8.807 -16.342 18.213
H 8.127 -15.069 17.582
C 6.779 -16.085 18.831
H 8.736 -18.022 15.275
H 7.662 -18.956 16.265
H 9.158 -18.249 16.911
H 7.057 -16.745 19.653
H 5.827 -16.206 18.314
H 6.661 -15.085 19.247
C 0.942 -6.524 9.635
N -0.100 -5.723 9.040
C 0.210 -4.976 7.949
C -0.783 -4.110 7.479
C -2.013 -3.966 8.094
C -2.288 -4.816 9.149
C -1.301 -5.698 9.564
C -3.004 -2.963 7.781
C -4.415 -3.223 7.738
C -5.295 -2.203 7.563
N -4.830 -0.984 7.104
C -3.532 -0.624 7.165
C -2.638 -1.659 7.499
C -5.785 0.054 6.701
H 1.465 -5.896 10.356
H 1.575 -6.840 8.805
H 0.544 -7.489 9.947
H 1.217 -5.105 7.580
H -0.662 -3.470 6.617
H -3.256 -5.015 9.586
H -1.544 -6.510 10.234
H -4.725 -4.238 7.937
H -6.368 -2.289 7.646
H -3.311 0.375 6.818
H -1.584 -1.423 7.488
H -6.665 -0.411 6.258
H -5.392 0.668 5.890
H -6.091 0.666 7.549
C 19.268 -3.749 -0.199
N 18.227 -4.060 0.776
C 18.591 -4.361 2.038
C 17.627 -4.932 2.896
C 16.345 -5.105 2.443
C 16.046 -4.683 1.128
C 16.979 -4.268 0.302
C 15.327 -5.628 3.351
C 14.849 -4.972 4.466
C 14.066 -5.627 5.412
N 13.670 -6.891 5.191
C 14.097 -7.537 4.064
C 14.983 -6.970 3.122
C 12.848 -7.560 6.136
H 19.928 -4.613 -0.130
H 19.788 -2.851 0.136
H 18.944 -3.371 -1.169
H 19.624 -4.349 2.354
H 17.881 -5.167 3.919
H 15.073 -4.917 0.722
H 16.926 -4.243 -0.777
H 14.964 -3.921 4.686
H 13.715 -5.051 6.255
H 13.695 -8.530 3.930
H 15.571 -7.491 2.381
H 12.389 -6.814 6.785
H 13.410 -8.324 6.674
H 12.015 -8.046 5.627
C 3.550 -30.444 19.766
N 3.763 -30.414 18.392
C 2.919 -31.096 17.522
C 3.025 -30.927 16.159
C 4.044 -30.173 15.696
C 4.970 -29.542 16.538
C 4.612 -29.526 17.903
C 4.306 -29.973 14.189
C 4.350 -28.736 13.519
C 4.225 -28.703 12.117
N 4.058 -29.846 11.394
C 3.951 -31.077 12.009
C 4.070 -31.124 13.430
C 3.692 -29.844 9.964
H 3.408 -29.442 20.170
H 4.522 -30.683 20.196
H 2.887 -31.270 20.024
H 2.090 -31.683 17.887
H 2.329 -31.352 15.450
H 5.732 -28.969 16.029
H 5.173 -28.999 18.661
H 4.585 -27.813 14.028
H 4.320 -27.750 11.620
H 3.770 -31.905 11.339
H 4.050 -32.095 13.901
H 4.373 -30.465 9.381
H 3.660 -28.855 9.507
H 2.680 -30.232 9.839
C -2.456 -18.721 14.226
N -3.757 -18.201 14.705
C -4.567 -18.966 15.490
C -5.576 -18.469 16.314
C -5.847 -17.127 16.299
C -5.060 -16.376 15.428
C -4.037 -16.890 14.620
C -6.918 -16.551 17.096
C -6.844 -15.319 17.762
C -7.841 -14.807 18.531
N -8.969 -15.594 18.734
C -9.090 -16.806 18.169
C -8.114 -17.265 17.222
C -10.102 -15.047 19.451
H -1.785 -18.994 15.041
H -2.099 -17.963 13.528
H -2.638 -19.625 13.646
H -4.280 -20.002 15.590
H -6.050 -19.233 16.911
H -5.223 -15.308 15.410
H -3.355 -16.288 14.038
H -5.930 -14.746 17.808
H -7.712 -13.866 19.045
H -10.038 -17.298 18.327
H -8.318 -18.150 16.638
H -10.966 -15.460 18.931
H -10.114 -13.957 19.441
H -10.081 -15.366 20.493
As 6.393 -10.693 2.847
F 5.876 -10.727 4.560
F 4.849 -9.875 2.464
F 7.068 -10.595 1.149
F 7.807 -11.638 3.283
F 5.484 -12.177 2.527
F 7.079 -9.121 3.216
As 5.094 -19.960 -1.808
F 3.842 -20.847 -0.843
F 4.040 -20.332 -3.261
F 6.271 -19.253 -2.887
F 5.943 -19.663 -0.282
F 5.984 -21.573 -1.947
F 4.188 -18.386 -1.546
As 13.303 -16.941 5.322
F 11.589 -16.783 4.853
F 12.619 -17.799 6.809
F 14.968 -17.195 5.886
F 13.923 -16.149 3.847
F 13.175 -15.342 6.168
F 13.420 -18.510 4.411
As -0.886 -23.139 5.873
F -2.283 -23.804 5.060
F -1.889 -22.304 7.082
F 0.696 -22.491 6.463
F 0.094 -23.987 4.577
F -1.008 -21.682 4.784
F -0.735 -24.478 6.962
As 9.721 -9.569 15.348
F 8.592 -10.302 16.532
F 10.929 -10.854 15.763
F 10.997 -8.871 14.254
F 8.496 -8.327 14.807
F 10.220 -8.441 16.689
F 9.080 -10.661 14.092
As 9.602 -27.239 4.208
F 8.026 -26.602 4.853
F 10.484 -26.913 5.754
F 11.264 -27.783 3.464
F 8.620 -27.616 2.695
F 9.999 -25.534 3.733
F 9.192 -28.866 4.879
```

***

# 8
C23H23Br2N9OSeSn | ωB97M-V/def2-TZVPD

Properties
Relative energy (zero: lowest compared OMol25 entry of this formula, charge and spin) (kcal/mol): 7.1
M (g mol⁻¹): 798.98
Orbital gap (eV): 7.467
LUMO (Eh): -0.01366
HOMO level (eV): -7.839

The geometry in XYZ format:
```
60
C23H23Br2N9OSeSn ωB97M-V/def2-TZVPD
Sn -0.336 0.425 -0.701
N 3.476 -1.034 -1.157
C 3.788 0.231 -0.817
N 5.068 0.513 -0.581
C 5.295 1.800 -0.315
N 6.556 2.154 -0.005
N 4.378 2.781 -0.347
C 3.142 2.367 -0.591
N 2.769 1.110 -0.777
C 2.079 3.420 -0.676
C 2.428 4.753 -0.510
C 1.460 5.727 -0.681
C 0.178 5.331 -1.010
C -0.094 3.975 -1.120
N 0.829 3.026 -0.953
H 4.190 -1.737 -1.183
H 2.503 -1.261 -1.293
H 7.262 1.446 0.067
H 6.752 3.108 0.235
H 3.451 4.996 -0.267
H 1.706 6.774 -0.561
H -0.616 6.048 -1.165
H -1.093 3.628 -1.339
C -1.540 -2.970 0.310
C -2.671 -2.051 -0.069
C -3.984 -2.567 0.034
C -5.053 -1.794 -0.302
C -4.849 -0.474 -0.765
C -5.875 0.422 -1.142
Br -7.692 -0.104 -1.035
C -5.571 1.675 -1.590
C -4.235 2.090 -1.687
Br -3.869 3.830 -2.322
C -3.174 1.271 -1.341
O -1.922 1.635 -1.440
C -3.513 -0.037 -0.857
N -2.459 -0.826 -0.501
H -1.999 -3.739 0.949
H -0.846 -1.831 1.762
H -1.192 -3.476 -0.594
H -4.128 -3.577 0.391
H -6.061 -2.177 -0.215
H -6.357 2.358 -1.876
Se -1.174 1.468 1.641
C 0.089 0.739 2.755
N 0.878 0.269 3.456
C 0.682 -4.392 0.311
C 0.512 -3.232 1.302
C 0.136 -3.828 2.669
C 1.911 -2.602 1.407
N -0.409 -2.312 0.960
H 1.507 -5.031 0.627
H 0.936 -3.997 -0.675
H -0.195 -5.037 0.226
H 0.904 -4.507 3.050
H -0.794 -4.396 2.613
H 0.040 -3.033 3.410
H 2.595 -3.226 1.988
H 1.862 -1.629 1.894
H 2.340 -2.490 0.408
```